[1]
Molecular formula: C5H17O6P
Method: DFT, the ωB97M-V functional and the def2-TZVPD basis

Geometry as XYZ:
```
29
Properties=species:S:1:pos:R:3:forces:R:3:mulliken_charge:R:1
P 0.7230 -0.5021 1.2566 1.03 -1.44 1.16 1.1001
O 0.4785 -2.1505 1.0577 0.79 3.20 1.52 -0.4081
O 0.0958 0.3906 0.2374 5.49 -0.94 4.75 -0.6313
O -3.1911 1.2196 -1.6827 -9.45 5.20 -5.73 -0.7763
O 0.2917 -0.2502 2.8226 -0.42 -1.63 -3.64 -0.3835
O -1.5719 0.5251 -1.0040 11.62 -7.66 0.54 -0.5270
O 2.3566 -0.4704 1.2410 -0.32 1.19 -0.51 -0.3042
C 0.5033 0.9252 3.5661 1.28 -0.14 1.38 -0.6748
C 3.1156 0.7818 1.1612 0.43 1.01 0.18 -0.7422
C -0.9470 -0.6883 -1.6567 -0.30 1.46 0.42 -0.0289
C -2.8924 1.5421 -3.0682 -1.36 -0.05 2.62 -0.6381
C 0.8065 -2.7974 -0.1828 -1.12 -0.70 -0.13 -0.7211
H 1.5219 0.8119 3.9372 0.23 0.51 0.07 0.2993
H 0.4088 1.9029 3.0933 -0.45 -0.34 -0.39 0.3124
H 1.0076 -3.8621 -0.0645 0.59 0.21 0.85 0.3227
H -2.4766 2.5426 -3.1872 0.17 0.27 0.08 0.1890
H -0.1784 -2.8322 -0.6486 0.71 -0.19 -0.83 0.3955
H -0.0725 -0.3540 -2.2150 -0.12 0.19 -0.30 0.3149
H 4.0531 0.8293 0.6072 0.01 -1.77 -0.49 0.3226
H -3.9035 1.5498 -3.4754 0.41 -0.23 -1.12 0.2209
H -2.1708 0.8367 -3.4802 -0.23 -0.23 -0.47 0.2440
H 3.4910 1.1109 2.1302 -0.73 -0.29 0.42 0.3165
H 2.6599 1.6364 0.6611 -1.18 -0.33 0.30 0.3166
H -1.6431 -1.1841 -2.3333 -0.25 0.29 0.26 0.3556
H -0.9774 0.6589 -0.2623 -0.72 0.72 0.52 0.3385
H -0.1092 0.8013 4.4591 -0.32 0.42 -0.29 0.2754
H 1.6072 -2.3160 -0.7442 -0.27 0.09 -0.01 0.3038
H -0.5206 -1.3857 -0.9356 -1.24 0.81 -0.37 -0.6218
H -2.4660 0.7280 -1.2901 -4.30 0.40 -0.80 0.8295
```
Forces are in eV/Å.

- spin multiplicity = 1
- charge = 0
- calculated total energy (eV) = -27029.2511
- orbital gap (eV) = 7.47
- HOMO energy (eV) = -7.09
- ΔE to the lowest compared entry with this formula, charge and spin (eV) = 6.6868

[2]
Molecular formula: C14H13N3O2S2
Method: DFT, the ωB97M-V functional and the def2-TZVPD basis

Geometry as XYZ:
```
34
Properties=species:S:1:pos:R:3:forces:R:3:mulliken_charge:R:1
S 0.2669 0.3576 0.2221 0.56 -0.10 0.04 1.5801
S 4.2311 -2.2149 0.5355 -0.26 1.10 -0.13 0.1732
O 0.0203 -0.2069 1.5154 0.31 -0.10 -0.20 -0.6148
O -0.4904 1.4948 -0.2090 0.20 0.00 -0.27 -0.6997
N 5.1537 -0.9072 0.4483 0.70 -0.14 0.05 -0.6493
N 2.7914 -1.5158 0.4067 -0.47 -0.49 0.08 -0.4868
N 0.2341 -0.8160 -0.9570 0.00 0.51 0.72 -0.1483
C -3.6607 0.2176 1.9165 -0.02 -0.03 0.12 -0.4389
C 3.7699 2.4532 0.0625 0.71 -0.22 0.07 -0.6781
C 2.4036 2.1009 0.0520 -0.67 -0.46 0.01 -0.3345
C -3.0262 -1.0105 1.9411 -0.05 -0.02 0.10 -0.5265
C -3.3033 0.3490 -0.4497 -0.08 -0.06 0.06 -0.1642
C 4.3671 0.1623 0.3168 -0.73 -0.81 0.04 0.6818
C -2.5254 -1.5543 0.7720 -0.16 -0.02 -0.08 -0.2537
C 2.9709 -0.2000 0.2973 1.18 -0.59 0.12 0.5883
C 4.7511 1.5092 0.1979 -0.03 0.62 -0.06 -0.7353
C -2.0613 -1.4371 -1.6963 0.21 0.24 0.08 -1.1058
C -2.6566 -0.8802 -0.4332 -0.23 -0.27 -0.09 0.5113
C -0.7401 -0.7242 -2.0185 -0.35 0.10 -0.48 -0.8540
C 2.0012 0.8019 0.1682 -0.87 0.52 0.00 -0.3231
C -3.8011 0.8955 0.7174 -0.05 0.11 -0.08 -0.6047
H 5.7980 1.7660 0.2163 0.10 0.07 -0.01 0.4325
H -2.9083 -1.5426 2.8731 0.02 -0.03 0.09 0.3778
H -2.0243 -2.5122 0.8007 0.06 -0.08 -0.02 0.3296
H -0.2979 -1.1386 -2.9315 -0.04 0.12 0.08 0.4079
H -4.0431 0.6485 2.8302 -0.03 0.03 0.07 0.3799
H -0.9173 0.3434 -2.1578 -0.08 -0.11 -0.26 0.3949
H -4.2939 1.8564 0.6929 -0.04 0.07 0.00 0.3812
H -1.8721 -2.5077 -1.5839 -0.06 -0.02 -0.05 0.3695
H -3.4083 0.8833 -1.3830 0.00 0.08 -0.11 0.3851
H 0.3354 -1.7314 -0.5468 0.18 -0.14 0.20 0.3105
H 1.6428 2.8590 -0.0476 -0.06 0.13 -0.03 0.5218
H 4.0370 3.4945 -0.0325 0.03 0.08 -0.01 0.3932
H -2.7443 -1.2935 -2.5362 0.02 -0.09 -0.03 0.3994
```
Forces are in eV/Å.

- spin multiplicity = 1
- charge = 0
- calculated total energy (eV) = -44964.1704
- orbital gap (eV) = 7.93
- HOMO energy (eV) = -8.89
- ΔE to the lowest compared entry with this formula, charge and spin (eV) = 1.0599

[3]
Molecular formula: C20H63BN22O15S
Method: DFT, the ωB97M-V functional and the def2-TZVPD basis

Geometry as XYZ:
```
122
Properties=species:S:1:pos:R:3:forces:R:3:mulliken_charge:R:1
S -2.5128 3.6052 1.9535 1.31 -1.10 0.44 0.9452
O -3.1229 3.6129 -6.0427 -0.09 0.02 -0.25 -0.6043
O -1.9837 -1.2802 -2.3383 0.06 0.12 0.31 -0.6014
O 5.5909 -3.9931 -2.5490 -0.07 -0.31 0.17 -0.5944
O -3.1364 2.7527 2.9043 -0.62 -0.31 0.76 -0.6831
O 3.7400 -1.2363 -2.8359 0.19 0.24 -0.07 -0.6701
O -3.1425 4.8073 1.5906 -0.43 0.85 -0.54 -0.7143
O 2.2731 -3.3666 1.8569 0.05 -0.05 -0.40 -0.4614
O -6.0520 1.4066 7.0536 -0.02 0.02 0.05 -0.6753
O -3.4176 8.5175 3.8163 0.00 0.05 0.01 -0.6547
O -2.1150 2.7298 0.7342 -0.17 0.45 -0.23 -0.2847
O -2.1863 0.0722 0.5442 0.46 -0.11 -0.40 -0.5882
O -1.0472 3.9114 2.4806 -0.31 0.24 -0.94 -0.4500
O 0.2468 -8.0559 2.5208 -0.06 -0.08 -0.01 -0.6900
O 7.9562 2.6621 -3.1433 0.02 -0.01 0.00 -0.6649
O -1.2741 -4.5124 3.2487 -0.11 0.19 0.18 -0.7857
N 2.9243 -2.7417 -1.3486 -0.04 0.33 0.01 -0.0206
N -5.2257 3.0685 -6.6890 -0.01 -0.10 -0.01 -0.3714
N 0.6718 -5.9272 1.8895 0.06 -0.39 0.12 -0.1119
N -3.6782 7.7767 5.9424 -0.04 0.00 0.05 -0.3693
N 7.1057 1.1602 -1.6690 0.03 -0.03 0.07 -0.3078
N 6.2042 1.3670 -3.7786 -0.11 -0.22 -0.12 -0.3300
N -3.7591 4.0707 -8.1689 0.03 -0.02 -0.04 -0.4321
N 3.6827 -2.4693 3.3879 -0.05 0.04 -0.13 -0.4117
N -2.6348 -0.8503 -4.4537 -0.04 -0.14 -0.04 -0.2984
N -2.8050 -6.1548 2.9689 0.12 0.05 -0.08 -0.3584
N -5.5389 3.4859 6.3079 0.07 0.08 0.13 -0.2803
N 7.4929 -4.7578 -3.5298 -0.02 -0.04 0.02 -0.4146
N -3.3382 6.2851 4.2070 -0.01 -0.03 -0.03 -0.1233
N -3.4521 -4.0416 3.6503 0.05 0.08 -0.01 -0.3847
N 3.1859 -4.7264 3.4156 0.15 0.09 -0.10 -0.3782
N -4.5760 1.6244 5.3437 0.09 0.08 0.07 -0.1927
N -4.0788 -1.8837 -2.9678 0.07 -0.01 0.06 -0.4269
N 2.0106 -2.5660 -3.4535 0.04 0.09 -0.10 -0.4148
N 6.8074 -2.5597 -3.7915 0.05 0.05 -0.02 -0.3061
N 2.1868 2.2694 2.6887 0.35 0.26 -0.25 -0.5735
N -0.1074 -0.2558 1.8282 -0.33 -0.23 -0.33 0.2328
N 1.8655 -7.6865 0.9719 0.05 -0.07 0.08 -0.3534
C -0.7260 2.1614 0.8247 -0.70 0.05 0.00 0.9687
C 0.8880 -7.2642 1.8392 -0.17 0.12 -0.18 0.7228
C 0.8824 -0.7457 0.8206 -0.30 -0.02 0.31 -0.5488
C 0.2914 1.5424 -1.5006 0.57 1.28 -0.26 1.1203
C 3.0040 -3.5126 2.8262 0.20 -0.29 0.49 0.5648
C -0.7834 -1.4498 2.3650 0.25 0.00 -0.05 -1.2521
C 0.6215 2.2308 -2.8495 -0.71 -1.16 -0.04 -1.1723
C 1.2389 3.2604 2.2199 0.16 -0.25 0.31 -1.3397
C -0.5313 1.9992 -3.8158 -0.28 0.72 -0.12 -0.3052
C -0.0893 2.6289 -0.4893 0.01 -0.63 -0.11 -1.8276
C 7.1452 1.7919 -2.8831 -0.05 -0.03 0.05 0.5666
C -2.4425 -4.8804 3.2859 -0.17 -0.31 0.00 0.7152
C -5.4269 2.1191 6.2871 0.01 -0.09 -0.11 0.5366
C -3.4736 7.5882 4.5981 0.03 -0.08 0.00 0.6013
C 6.5683 -3.7878 -3.2440 0.03 0.28 -0.13 0.5622
C 2.9442 -2.1277 -2.5580 0.01 -0.29 0.08 0.6571
C -3.9779 3.5855 -6.9103 -0.01 0.07 -0.01 0.6182
C -1.8399 2.6514 -3.3869 -0.26 -0.39 -0.67 -0.6681
C -2.8516 -1.3350 -3.1994 -0.06 0.05 -0.15 0.5833
C -0.2067 2.7675 2.1369 0.68 0.82 0.89 1.1388
B -1.0210 0.5833 1.0725 0.14 -0.17 -0.23 0.7570
H 0.7509 3.2980 -2.7132 0.37 0.23 -0.04 0.4213
H -2.0725 -6.7984 2.7125 0.02 -0.07 0.08 0.1521
H 5.5235 0.6540 -3.5752 -0.08 0.08 0.07 0.2351
H 2.3278 1.5280 2.0184 -0.13 -0.16 0.19 0.2568
H -3.7515 -6.4820 2.9949 -0.01 0.03 0.03 0.1571
H -5.9465 3.0385 -7.3843 0.01 0.04 -0.01 0.1663
H -2.8540 4.4587 -8.3586 -0.01 0.01 0.02 0.2197
H -4.4852 0.6281 5.2928 -0.02 0.00 0.02 0.1010
H 1.7640 -0.1144 0.7738 0.15 0.11 -0.16 0.0932
H 3.5582 -1.5641 2.9746 -0.02 0.01 0.02 0.2185
H -1.7328 -0.4482 -4.6268 -0.05 0.04 -0.06 0.3083
H -3.2034 -3.0992 3.8874 0.00 0.00 -0.01 0.2033
H -2.0125 -0.1000 -0.4041 -0.64 -0.11 0.13 0.1674
H -0.5209 0.8556 -1.7058 -0.09 -0.42 0.31 -0.5114
H -4.4478 4.0613 -8.8965 -0.02 0.01 0.03 0.1524
H 1.1678 -1.7543 1.0842 0.33 0.03 0.31 -0.1491
H -1.6932 3.6877 -3.1061 0.03 0.19 0.28 0.3482
H 3.7749 -4.8745 4.2126 0.00 0.06 0.01 0.1422
H -2.3679 2.0939 -2.6193 0.09 0.06 0.45 0.1332
H 0.4353 -0.8573 -0.1675 0.05 0.17 -0.31 0.1271
H 1.4899 1.7603 -3.2957 0.49 0.25 0.08 0.5059
H -0.0404 -5.5898 2.5391 0.17 0.26 -0.22 0.1822
H 7.5995 -2.3476 -4.3673 0.01 -0.01 0.02 0.1645
H -4.2538 -2.2439 -2.0478 0.01 0.03 0.01 0.2385
H -5.4177 2.7133 -5.7711 0.00 0.06 0.01 0.2177
H 2.2829 -3.4697 -1.1011 -0.02 0.01 0.02 0.0352
H -3.7252 7.0297 6.6084 0.03 -0.01 -0.02 0.1595
H -1.0941 -2.1314 1.5779 -0.24 -0.11 -0.21 0.3038
H 6.1317 -1.8403 -3.5976 -0.09 -0.06 0.00 0.1799
H 7.7802 1.4429 -0.9836 0.00 0.02 -0.02 0.1915
H 6.4431 0.4425 -1.4401 -0.03 0.01 -0.05 0.1805
H 2.6858 -5.5056 3.0248 -0.16 -0.01 0.09 0.1384
H 1.9416 1.9024 3.5962 -0.09 -0.22 -0.10 0.3261
H -3.1722 6.0888 3.2333 -0.11 0.10 0.03 0.1382
H -0.3254 2.1087 2.9894 -0.14 -0.58 -0.11 0.1880
H 1.9984 -2.1299 -4.3556 0.02 0.00 0.01 0.2184
H 8.3019 -4.6032 -4.1001 -0.01 0.04 0.00 0.1475
H -3.3764 5.5131 4.8440 0.10 0.05 0.07 0.1111
H 1.1720 -5.2589 1.3317 0.04 0.16 0.03 0.0686
H -4.8013 -1.9393 -3.6596 0.02 0.03 -0.02 0.1401
H 0.7848 3.2480 -0.3390 0.20 0.09 0.18 0.3127
H -3.7819 8.7214 6.2608 0.00 0.00 -0.02 0.2215
H -6.1620 3.8849 6.9841 -0.02 -0.02 -0.02 0.1857
H 1.2357 4.0713 2.9367 -0.06 0.25 0.17 0.4685
H 4.2841 -2.5628 4.1840 -0.03 -0.04 0.01 0.1596
H -4.0479 2.1957 4.7057 -0.08 -0.05 -0.11 0.3109
H 2.4070 -7.0643 0.4028 -0.02 0.05 0.00 0.1532
H -0.0932 -2.0090 2.9821 0.15 -0.05 0.28 0.3957
H -5.0514 4.0895 5.6747 -0.09 -0.04 -0.13 0.1472
H 3.5990 -2.4433 -0.6700 0.03 -0.14 0.01 0.0498
H 7.3379 -5.6675 -3.1386 -0.01 0.01 0.01 0.2286
H 1.6110 3.6792 1.2945 -0.06 0.07 -0.19 0.3992
H 2.0384 -8.6724 0.9182 -0.02 0.00 0.01 0.2150
H 1.3472 -3.2889 -3.2519 -0.01 0.01 0.06 0.1258
H -0.6949 0.9369 -3.9525 0.17 -0.31 0.13 -0.2451
H -3.3080 -0.8762 -5.1955 -0.04 0.00 0.05 0.1636
H -1.6577 -1.1812 2.9471 -0.12 0.14 0.14 0.3840
H -4.4145 -4.3169 3.6916 0.02 -0.03 0.00 0.1448
H 6.1952 1.8041 -4.6805 0.02 0.04 0.03 0.1622
H -2.4996 2.6771 -4.2500 -0.09 0.01 0.09 0.1548
H -0.8167 3.2661 -0.9677 -0.27 0.27 -0.03 0.2820
H 1.1766 1.0373 -1.1391 0.01 -0.44 0.00 0.0929
H -0.2970 2.3903 -4.8022 0.25 0.12 -0.19 0.5150
```
Forces are in eV/Å.

- spin multiplicity = 1
- charge = 0
- calculated total energy (eV) = -96779.8594
- orbital gap (eV) = 9.03
- HOMO energy (eV) = -8.93
- SMILES = CCCCC[C@]1(B(O)N(C)C)OS(=O)(=O)O[C@@H]1CN.NC(N)=O.NC(N)=O.NC(N)=O.NC(N)=O.NC(N)=O.NC(N)=O.NC(N)=O.NC(N)=O.NC(N)=O.NC(N)=O
- ΔE to the lowest compared entry with this formula, charge and spin (eV) = 0.6553

[4]
Molecular formula: C9H7ClFN
Method: DFT, the ωB97M-V functional and the def2-TZVPD basis

Geometry as XYZ:
```
19
Properties=species:S:1:pos:R:3:forces:R:3:mulliken_charge:R:1
Cl 2.4580 0.7100 -1.5353 -0.68 -0.42 0.49 -0.1727
F 3.4598 -1.6148 0.1856 -2.78 0.28 0.12 -0.3006
N 2.5367 1.1729 1.9634 -0.16 -0.05 -0.04 -0.4661
C 1.5565 -0.0568 -0.0940 0.53 0.10 -1.70 0.5978
C -0.8372 -0.8228 0.3415 0.70 -1.45 0.27 -0.0859
C -2.2145 -0.5912 0.2423 -0.04 -1.46 -0.05 -0.7962
C 0.0196 0.0947 -0.2076 0.05 -0.18 0.60 0.2969
C -2.7026 0.6130 -0.1760 -0.16 1.09 0.26 -0.1868
C -0.5357 1.2672 -0.6532 0.84 1.41 -0.46 -0.1290
C 2.0182 -1.5126 0.0297 0.53 0.44 1.35 -0.4094
C -1.8476 1.6549 -0.5093 -1.33 0.62 0.26 -0.7451
C 2.0787 0.6472 1.0515 0.30 0.65 0.76 0.2383
H -0.2949 -1.7053 0.7628 -1.76 0.41 -0.25 0.0835
H 1.4119 -1.7608 0.9787 1.84 -0.75 -1.25 0.2977
H -3.7520 0.8469 -0.2163 -0.35 -0.42 0.18 0.3555
H -2.3679 2.6921 -0.5428 1.72 -1.74 -0.70 0.2768
H 0.1979 1.8248 -1.1480 0.65 1.78 -0.45 0.4295
H -2.9490 -1.3771 0.3822 0.30 -0.11 0.51 0.3498
H 1.7642 -2.0821 -0.8550 -0.17 -0.20 0.09 0.3658
```
Forces are in eV/Å.

- spin multiplicity = 1
- charge = 0
- calculated total energy (eV) = -26174.5974
- orbital gap (eV) = 10.36
- HOMO energy (eV) = -10.03
- SMILES = N#C[C@@](Cl)(CF)c1ccccc1

charge of number 4 (C9H7ClFN)?
0

Which of these has the highest orbital gap?
C9H7ClFN

What is the formula in the first record?
C5H17O6P